Computed, not measured: a molecular structure, C44H40N5OPS2V at a distorted geometry, with ωB97M-V with the def2-TZVPD basis set.

Atoms and positions in Å:
V  0.558  0.295  -1.596
S  2.902  -0.885  -2.115
S  0.516  4.864  -1.500
P  -0.004  -1.359  0.289
O  2.837  1.485  -0.663
N  0.086  -1.339  -2.634
N  3.048  -3.201  -3.384
N  0.434  2.355  -0.881
N  -1.456  0.531  -1.760
N  0.939  -2.308  -3.055
C  2.089  0.644  -0.247
C  0.280  3.030  0.303
C  -2.237  1.520  -1.322
C  -1.174  -1.458  -2.996
C  2.142  -4.742  -0.579
C  -0.153  -5.175  -1.144
C  0.792  1.274  -3.350
C  0.104  5.251  1.269
C  -1.708  -2.635  -3.765
C  0.283  4.431  0.168
C  -2.688  -2.912  3.009
C  1.796  -3.481  -0.124
C  1.519  -1.705  2.646
C  1.114  2.975  -5.580
C  3.414  0.163  1.822
C  0.949  0.765  -4.633
C  -3.364  -0.279  -2.993
C  -3.550  1.705  -1.704
C  0.785  2.672  -3.224
C  -0.125  2.706  4.092
C  -1.401  -1.632  1.434
C  0.896  3.383  5.018
C  0.590  3.167  -1.892
C  -1.538  2.956  4.636
C  2.289  -0.078  1.031
C  0.118  2.465  1.568
C  -2.216  -0.531  1.686
C  0.951  3.518  -4.323
C  -3.482  -1.806  3.271
C  -0.011  3.273  2.685
C  -0.040  4.664  2.507
C  0.153  1.202  4.126
C  1.349  -1.020  1.452
C  2.638  -1.460  3.422
C  -2.024  -0.393  -2.580
C  2.272  -2.208  -2.904
C  -4.126  0.786  -2.579
C  0.469  -3.061  -0.172
C  1.107  1.596  -5.733
C  3.583  -0.528  3.010
C  1.169  -5.590  -1.083
C  -0.499  -3.910  -0.706
C  -1.648  -2.830  2.101
C  -3.242  -0.613  2.609
H  0.786  -2.435  2.957
H  1.431  -6.582  -1.418
H  -4.105  2.554  -1.341
H  2.689  -3.901  -4.017
H  -1.806  2.224  -0.624
H  -1.236  -3.570  -3.465
H  -1.612  2.562  5.646
H  0.560  -3.099  -3.573
H  -0.904  -5.848  -1.530
H  -2.280  2.458  4.016
H  4.454  -0.344  3.623
H  0.850  2.922  6.002
H  1.115  0.983  3.668
H  0.951  4.590  -4.179
H  -0.626  0.637  3.618
H  -5.139  0.913  -2.923
H  3.172  -5.063  -0.536
H  1.241  3.614  -6.440
H  0.098  1.388  1.638
H  -4.285  -1.879  3.990
H  1.233  1.162  -6.716
H  0.963  -0.308  -4.805
H  -1.771  4.017  4.669
H  4.142  0.893  1.498
H  -0.185  5.304  3.362
H  0.188  0.863  5.158
H  1.904  3.263  4.626
H  -3.790  -1.005  -3.664
H  4.046  -3.068  -3.356
H  -1.568  -2.495  -4.836
H  -2.877  -3.843  3.525
H  0.078  6.323  1.155
H  -3.854  0.252  2.824
H  0.696  4.443  5.140
H  2.557  -2.833  0.291
H  -1.530  -3.578  -0.749
H  2.773  -1.994  4.351
H  -2.770  -2.751  -3.581
H  -1.035  -3.700  1.909
H  -2.040  0.394  1.154

Output
calculated total energy	-4131.31362	a.u.
lowest unoccupied orbital energy (alpha / beta)	-3.55 / -3.66	eV
2S+1	3
maximum force	2.57	eV Å⁻¹
Kohn-Sham gap (alpha / beta)	6.28 / 6.02	eV
net charge	+1
relative energy (zero: lowest compared OMol25 entry of this formula, charge and spin)	40.1	kcal per mole
HOMO level (alpha / beta)	-9.8 / -9.7	eV

---

Computed, not measured: a molecular structure, C27H19F5N7O4STi, with ωB97M-V with the def2-TZVPD basis set.

Atoms and positions in Å:
Ti  -0.282  -0.448  0.405
S  1.607  -1.217  1.784
F  2.241  -1.397  4.681
F  2.377  1.634  1.065
F  3.378  3.508  2.686
F  3.286  0.475  6.281
F  3.851  2.952  5.309
O  -1.780  2.379  -4.150
O  -1.956  -1.524  1.400
O  -1.263  -0.752  -1.363
O  -3.298  0.299  1.032
N  -0.398  1.061  2.047
N  -1.164  1.493  -1.734
N  0.308  -2.443  -0.289
N  1.292  -0.099  -1.148
N  2.605  -0.910  -2.703
N  1.455  -3.733  -1.632
N  -0.777  1.460  -0.431
C  -0.553  3.387  2.598
C  -2.065  -1.281  -3.952
C  -2.425  -1.563  -5.248
C  -0.506  3.080  3.946
C  -1.415  0.259  -2.146
C  -0.451  1.747  4.331
C  0.699  -4.562  -0.835
C  -3.020  -2.388  1.878
C  2.292  0.038  2.809
C  -2.337  0.792  -5.770
C  -0.389  0.772  3.353
C  1.192  -2.465  -1.266
C  -2.560  -0.510  -6.157
C  3.119  2.295  3.173
C  -1.827  0.037  -3.530
C  1.719  -1.202  -1.734
C  2.608  1.310  2.351
C  -2.255  -0.257  0.959
C  -0.007  -3.746  -0.006
C  3.071  0.753  5.000
C  2.542  -0.209  4.155
C  2.752  0.458  -2.730
C  3.358  2.016  4.509
C  -0.732  2.540  0.250
C  -0.523  2.351  1.676
C  1.929  0.945  -1.763
C  -1.971  1.088  -4.454
H  -0.702  -4.011  0.769
H  -2.546  -3.171  2.462
H  1.763  1.967  -1.474
H  -2.445  1.615  -6.463
H  -0.635  4.407  2.250
H  -2.848  -0.716  -7.179
H  -1.960  -2.071  -3.220
H  3.411  0.951  -3.422
H  -3.550  -2.796  1.021
H  2.092  -4.036  -2.349
H  -1.564  2.446  -3.196
H  -0.962  3.502  -0.195
H  3.073  -1.557  -3.314
H  -2.611  -2.581  -5.559
H  -3.694  -1.795  2.490
H  0.732  -5.632  -0.927
H  -0.313  -0.277  3.609
H  -0.440  1.463  5.373
H  -0.528  3.866  4.688

Output
calculated total energy	-3471.45027	a.u.
lowest unoccupied orbital energy	-3.60	eV
maximum force	0.48	eV Å⁻¹
Kohn-Sham gap	7.14	eV
net charge	+1
relative energy (zero: lowest compared OMol25 entry of this formula, charge and spin)	11.9	kcal per mole
HOMO level	-10.7	eV

---

Computed, not measured: 10 unconnected molecules or ions with the total composition C40H74O13 at a distorted geometry, with ωB97M-V with the def2-TZVPD basis set.

Atoms and positions in Å:
O  0.956  0.369  -5.751
O  3.939  0.536  -2.497
O  -4.813  1.320  2.065
O  -0.525  1.221  0.016
O  -3.907  -1.128  -2.814
O  1.564  5.639  1.783
O  4.506  -1.632  -2.722
O  -4.812  -3.628  1.206
O  1.780  -0.900  2.946
O  3.132  -5.217  1.455
O  -3.164  0.242  3.177
O  1.769  0.719  4.444
O  4.333  2.685  1.469
C  0.399  5.792  1.075
C  -3.876  0.123  -3.451
C  0.836  -5.705  1.464
C  -0.570  4.762  1.512
C  0.892  1.072  -0.219
C  4.463  -0.490  -3.192
C  -0.105  -1.054  -0.107
C  5.335  0.629  2.188
C  4.648  1.890  0.304
C  0.290  3.885  2.313
C  -2.746  -4.080  0.149
C  4.183  1.290  -4.692
C  2.514  -3.951  1.261
C  -0.648  -1.216  -5.006
C  2.174  -6.146  1.995
C  4.941  -0.011  -4.582
C  -3.871  -2.846  1.879
C  -2.576  -3.496  1.512
C  -5.493  0.170  -1.633
C  -5.067  2.571  1.445
C  -0.268  0.192  3.638
C  -0.302  0.245  -5.009
C  1.707  4.244  1.970
C  -4.858  -1.170  -1.716
C  1.174  -0.089  3.632
C  1.294  -0.928  -6.330
C  0.996  -4.167  1.308
C  -4.243  -4.290  0.103
C  0.891  1.378  5.356
C  -4.083  3.465  2.160
C  0.691  -1.897  -5.288
C  4.071  1.716  -3.226
C  -2.863  2.578  2.497
C  4.728  0.486  0.830
C  -0.512  0.851  5.000
C  -1.244  -0.038  -0.096
C  0.938  -0.289  -0.857
C  4.729  1.954  2.669
C  -3.560  1.241  2.602
C  -4.394  1.008  -2.311
H  0.230  4.005  3.395
H  0.562  -3.779  0.387
H  5.421  2.405  3.380
H  -3.628  1.334  -1.607
H  2.075  -6.185  3.080
H  -4.904  2.527  0.369
H  3.153  1.146  -5.020
H  -2.191  -4.992  -0.075
H  1.146  1.134  6.388
H  -2.556  -3.252  -0.534
H  0.721  -0.197  -1.921
H  -4.511  0.209  -4.333
H  6.425  0.604  2.204
H  -1.730  -2.821  1.642
H  4.668  -0.726  -5.359
H  -3.947  -1.854  1.434
H  -5.674  -1.863  -1.918
H  -2.163  2.495  1.666
H  -1.359  1.531  4.910
H  -4.012  -2.807  2.959
H  2.428  3.918  2.719
H  4.593  2.127  -5.258
H  2.683  -3.509  0.278
H  6.024  0.106  -4.543
H  -1.364  -1.300  -5.823
H  -4.736  1.984  -2.658
H  -0.032  -5.933  2.083
H  3.251  2.424  -3.111
H  3.831  1.660  3.213
H  -0.398  -1.945  -0.662
H  -0.121  0.698  -4.034
H  -2.883  0.295  -3.864
H  -1.355  5.206  2.125
H  1.364  -1.860  -4.431
H  -6.075  2.970  1.560
H  -0.685  0.115  5.785
H  0.618  -2.903  -5.700
H  0.590  -6.086  0.473
H  5.226  -0.165  0.111
H  -4.520  -3.869  -0.863
H  -4.469  -5.353  0.188
H  0.494  5.854  -0.009
H  0.880  2.446  5.141
H  -2.307  2.868  3.389
H  4.988  2.228  -2.937
H  0.208  -1.365  0.890
H  5.621  2.118  -0.130
H  -0.749  -0.774  3.486
H  -1.023  0.850  -5.559
H  -0.414  0.829  2.766
H  1.264  1.885  -0.842
H  -4.294  -1.311  -0.793
H  -0.006  6.776  1.308
H  2.732  -3.101  1.907
H  0.642  -3.653  2.202
H  -4.530  3.922  3.043
H  -5.678  0.418  -0.587
H  3.859  2.016  -0.437
H  1.917  -0.756  -0.745
H  3.677  0.221  0.941
H  0.923  -1.054  -7.346
H  2.419  -7.138  1.615
H  -1.030  4.312  0.632
H  2.055  3.751  1.062
H  -6.415  0.283  -2.203
H  -1.814  -0.147  -1.018
H  -3.788  4.260  1.475
H  1.405  1.158  0.739
H  0.066  2.855  2.033
H  -2.396  -4.251  2.277
H  2.380  -1.006  -6.379
H  -1.181  -1.594  -4.134
H  4.957  -0.081  2.922
H  -1.928  -0.219  0.733

Output
SMILES string	O=C1CCCO1.O=C1CCCO1.O=C1CCCO1.C1CCOC1.C1CCOC1.C1CCOC1.C1CCOC1.C1CCOC1.C1CCOC1.C1CCOC1
calculated total energy	-2546.47473	a.u.
lowest unoccupied orbital energy	0.44	eV
maximum force	3.28	eV Å⁻¹
Kohn-Sham gap	9.65	eV
net charge	0
relative energy (zero: lowest compared OMol25 entry of this formula, charge and spin)	27.0	kcal per mole
HOMO level	-9.2	eV